[1]
DFT (ωB97M-V/def2-TZVPD) results for a structure of composition C39H31Cl2N4P2ReSe2.

Electronic energy ... -8207.7642 a.u.
Max |F| ... 0.6 eV/A
Net charge ... +1
2S+1 ... 4
LUMO level (alpha / beta) ... -2.63 / -3.28 eV
E_HOMO (alpha / beta) ... -0.3684 / -0.3608 hartree
Frontier orbital gap (alpha / beta) ... 0.272 / 0.240 Eh

Positions of all 81 atoms, in Å:
Re -0.5809 1.1178 2.7741
Se -2.2362 2.3743 1.4241
Se 1.4380 1.4514 -3.3875
Cl 1.8678 2.7588 1.8940
Cl 3.1381 -2.2375 3.4948
P -2.1372 1.0603 -0.4374
P 0.9861 -0.4511 -2.6395
N 1.2881 -0.1038 2.5246
N 1.4993 -0.6385 0.0738
N -0.2597 0.2015 1.0350
N 0.9444 -0.2600 1.1849
C -4.3213 -2.3004 0.1992
C -3.4519 -0.1591 -0.4471
C -5.7234 -0.7337 -0.9733
C 3.0793 -3.9275 -2.3793
C 4.3619 -3.5309 -2.7372
C 5.2765 1.1015 3.1217
C 2.0508 -3.0017 -2.3576
C 0.5652 -0.3595 -0.8756
C -1.4042 0.9479 5.0141
C -1.6171 4.0551 -3.0822
C 0.7355 0.1441 5.8043
C -0.5708 0.1893 -0.2619
C -3.2744 -1.3943 0.1683
C 3.0494 1.5988 2.4393
C -2.1591 2.0165 -1.9426
C -2.5686 1.4332 -3.1409
C -0.8780 2.2523 4.8756
C 2.3114 -1.6743 -2.6916
C 4.3494 2.0163 2.6477
C -5.5423 -1.9732 -0.3752
C -4.6823 0.1803 -1.0063
C 2.7565 1.6398 5.8903
C -1.8330 -1.4976 -5.3649
C 4.9050 -0.2065 3.3866
C 3.5918 -1.2770 -3.0521
C -0.5887 -0.0892 5.5203
C 4.6179 -2.2109 -3.0742
C 0.4998 2.4363 5.1011
C 2.6382 0.2854 2.6832
C -0.7159 -0.9590 -4.7478
C 3.5958 -0.6059 3.1641
C -1.3597 -2.0092 -2.6788
C -2.7280 -2.2718 -4.6362
C -2.4894 -2.5304 -3.2938
C -0.4781 -1.2074 -3.3996
C 1.3074 1.4075 5.5740
C -1.6876 3.3278 -1.9070
C -2.0232 3.4781 -4.2775
C -2.4984 2.1754 -4.3067
H -1.3773 3.7684 -0.9687
H -1.0200 -1.0685 5.6785
H -3.6067 -2.6783 -5.1165
H 3.7743 -0.2430 -3.3153
H -2.0121 -1.3043 -6.4135
H 1.3555 -0.6538 6.1895
H 3.3929 0.9483 5.3378
H 5.6154 -1.9058 -3.3568
H 6.2964 1.4136 3.2919
H 0.9264 3.4216 4.9640
H -6.3570 -2.6827 -0.3504
H -2.9341 0.4163 -3.1648
H -2.8107 1.7305 -5.2401
H 5.1614 -4.2571 -2.7566
H -4.1835 -3.2615 0.6732
H -0.0369 -0.3175 -5.2955
H 4.6244 3.0409 2.4476
H -3.1832 -3.1318 -2.7228
H -2.4713 0.7842 4.8889
H -6.6755 -0.4742 -1.4115
H 5.6204 -0.9237 3.7598
H -1.2466 5.0691 -3.0643
H -4.8260 1.1492 -1.4670
H -1.5308 3.1015 4.7100
H -2.3233 -1.6550 0.6182
H 2.9380 1.4697 6.9523
H -1.9705 4.0490 -5.1938
H 3.0597 2.6570 5.6498
H -1.1750 -2.2266 -1.6339
H 1.0503 -3.3165 -2.0884
H 2.8812 -4.9581 -2.1231


[2]
DFT (ωB97M-V/def2-TZVPD) results for an isolated molecule of C6H11NO2 at a distorted geometry.

Electronic energy ... -440.3546 a.u.
Max |F| ... 3.7 eV/A
Net charge ... 0
2S+1 ... 1
LUMO level ... 0.40 eV
SMILES ... CC(C)C(=O)C(=O)CN
E_HOMO ... -0.3096 hartree
Frontier orbital gap ... 0.324 Eh

Positions of all 20 atoms, in Å:
O 1.9972 -0.9701 -0.7274
O 1.2214 2.3208 -0.5931
N 1.6846 0.0235 2.1840
C -0.9826 -1.6555 -0.5470
C 0.6196 0.6538 1.5080
C -1.5982 0.7786 -0.9303
C 1.2106 -0.0678 -0.9049
C -0.5672 -0.3168 -1.1214
C 1.2576 1.2077 -0.1351
H -2.5055 0.5469 -1.5011
H -0.4239 -0.4217 -2.1994
H -1.2432 1.7393 -1.3157
H 0.4210 1.6597 1.8696
H -1.2577 -1.5834 0.5104
H 2.5717 0.5039 2.0552
H 1.8266 -0.9452 1.9073
H -1.8505 -2.0513 -1.0872
H -1.8915 0.9061 0.1163
H -0.2982 0.0772 1.5667
H -0.1918 -2.4055 -0.6549


[3]
DFT (ωB97M-V/def2-TZVPD) results for a structure of composition C32H35F10N9OS2Y at a distorted geometry.

Electronic energy ... -3641.6426 a.u.
Max |F| ... 2.6 eV/A
Net charge ... +1
2S+1 ... 1
LUMO level ... -2.79 eV
E_HOMO ... -0.3613 hartree
Frontier orbital gap ... 0.259 Eh

Positions of all 90 atoms, in Å:
Y 1.9448 0.6133 0.1136
S -1.9426 2.1646 1.8877
S 0.5828 -0.2328 -2.5476
F 4.4646 -3.9026 -0.6831
F 3.9270 0.0034 -4.4531
F 0.2694 4.4425 3.3279
F 5.0765 -2.4475 -5.0313
F 2.8520 2.9194 -0.3843
F 0.2136 6.8574 2.2345
F 3.3576 0.5398 -1.7952
F 2.5984 5.2588 -1.4735
F 5.4134 -4.2578 -3.1131
F 1.3814 7.3547 -0.1190
O -0.1311 -0.2852 0.7493
N -3.4820 -3.9552 1.2551
N -2.5207 1.4342 -0.7216
N 0.4019 2.4351 -2.5562
N 0.3603 2.2351 -1.1633
N -4.2523 2.1714 0.6323
N 3.1109 -1.3263 0.0417
N 1.4627 2.1800 1.8099
N 0.7035 1.4773 -4.6420
N 2.6326 -0.1746 2.4756
C -4.8199 1.2007 -1.4132
C 4.6064 -2.1693 -3.8097
C -2.3156 -4.5121 0.8303
C -6.6578 2.0867 0.2403
C 3.9567 0.4235 2.7863
C -1.0867 -3.9754 1.4122
C -5.2109 1.8354 -0.2457
C 3.5609 -2.0681 1.2131
C 3.7768 -0.6862 -2.1734
C 2.7325 -1.6350 2.4674
C 1.3182 1.7863 3.2168
C -2.8859 1.9144 0.4920
C 0.5593 1.2858 -3.3317
C 2.0836 5.1053 -0.2803
C 2.1860 3.8897 0.3356
C -2.9948 0.4640 -2.9624
C -0.9289 -2.4062 1.6519
C 1.4600 3.5156 1.5021
C 3.7024 -1.6804 -1.1527
C -4.8247 -5.2582 -0.2719
C 4.7959 -3.1191 -2.8070
C -3.6383 -5.8232 -0.7456
C -0.9304 -1.4541 0.4405
C 0.8198 5.8844 1.6126
C 4.0780 -0.9219 -3.4897
C -4.6498 -4.3334 0.7663
C 1.4040 6.1530 0.3921
C -3.3999 1.0881 -1.6300
C -2.3603 -5.4271 -0.1898
C 4.3095 -2.9027 -1.5381
C 1.5852 0.2920 3.3688
C 0.8906 4.6191 2.1290
H -7.3852 2.0156 -0.5643
H -1.4937 -5.9117 -0.6153
H -1.9453 -1.0411 0.2362
H -6.9663 1.3894 1.0080
H 0.5899 2.3483 -5.1402
H -1.9961 -0.0022 -2.8106
H 0.1597 3.1676 -0.7310
H 3.3556 -3.1425 1.1933
H 4.0079 1.5214 2.6456
H -0.9879 -4.3550 2.4716
H 1.7154 -1.9871 2.3696
H -4.4776 2.4999 1.5951
H 4.1358 0.2566 3.8645
H -5.5680 -3.8688 1.1436
H 1.0104 3.1897 -2.7839
H -3.8083 -0.1984 -3.2354
H 2.0657 2.3683 3.7937
H -5.7847 -5.5789 -0.6068
H 0.6716 -0.2629 3.1973
H 0.8065 0.6756 -5.2322
H -5.5658 0.9418 -2.2140
H -3.4911 -6.5327 -1.5245
H -0.5262 -1.9040 -0.4261
H 0.2630 1.9898 3.5508
H -2.9261 1.2108 -3.7530
H 0.0281 -2.3127 2.1787
H -0.5474 1.8249 -0.9904
H 4.7909 -0.0056 2.1886
H -1.7004 -2.1466 2.3392
H 1.8481 0.0402 4.4341
H -6.7359 3.0426 0.8105
H 3.1302 -2.0076 3.4495
H -0.6175 0.3590 1.2708
H -0.2382 -4.2996 0.8287
H 4.6359 -1.9607 1.3980


[4]
DFT (ωB97M-V/def2-TZVPD) results for a cluster of 2 separate species, C2H5NO4 in total at a distorted geometry.

Electronic energy ... -434.5528 a.u.
Max |F| ... 1.6 eV/A
Net charge ... +1
2S+1 ... 2
LUMO level (alpha / beta) ... -5.81 / -10.54 eV
E_HOMO (alpha / beta) ... -0.4822 / -0.4822 hartree
Frontier orbital gap (alpha / beta) ... 0.269 / 0.095 Eh

Positions of all 12 atoms, in Å:
O -1.1519 2.1078 -2.5202
O 0.0358 0.1948 -0.9129
O 4.5216 -2.9016 3.0987
O -1.1883 0.2854 0.9475
N -2.2420 0.8458 -0.9851
C -2.2018 1.7053 -1.9645
C -1.0412 0.4360 -0.1913
H -3.1343 0.6693 -0.5370
H 5.2004 -2.4109 3.5230
H 4.2836 -3.6417 3.6757
H 0.0589 0.5744 -1.7847
H -3.1408 2.1355 -2.3492